Entry 1:
Below is one molecule with the formula C3H6N4 at a distorted geometry, with properties calculated with the ωB97M-V functional and the def2-TZVPD basis.

Element x y z (Å)
N  -2.3655  0.0430  0.7428
N  2.0517  1.2234  -0.1226
N  0.7733  -0.6613  -0.9088
N  -0.0984  0.6795  0.7478
C  0.9588  0.3817  -0.1601
C  -1.1669  -0.1414  0.3721
C  -0.5460  -1.2038  -0.5388
H  -1.1038  -1.4565  -1.4425
H  -0.4229  -2.1500  0.0386
H  -2.9154  -0.7299  0.3431
H  2.7819  0.8812  -0.7709
H  2.3670  1.4555  0.7985
H  -0.3137  1.6786  0.9007

Atomic forces in eV per Å
N 0.22 -0.63 -0.26
N 0.19 -0.85 -1.54
N 0.40 1.06 1.01
N 0.25 0.88 -0.69
C -0.88 -1.00 0.08
C -0.38 -0.24 -0.14
C 0.71 -0.08 0.26
H -0.28 0.24 0.22
H 0.01 0.53 -0.32
H -0.04 0.52 0.20
H -0.54 0.44 0.85
H 0.18 0.07 0.26
H 0.18 -0.94 0.06

Its SMILES is [H]/N=C1\CN=C(N)N1. The value obtained for the total energy is -9168.8561 eV. The value obtained for the orbital gap is 9.89 eV. The value obtained for the relative energy (zero: lowest compared OMol25 entry of this formula, charge and spin) is 0.0 kJ/mol.

Atomic partial charges in e from the Löwdin method, atoms 1 to 4: number 1, N, carries 0.12; number 2, N, carries 0.12; number 3, N, carries 0.06; number 4, N, carries 0.11

Entry 2:
Below is one molecule with the formula C4H12N2S at a distorted geometry, with properties calculated with the ωB97M-V functional and the def2-TZVPD basis.

Element x y z (Å)
S  -0.4133  -0.6055  -2.3783
N  0.1198  2.2706  -0.2610
N  0.7924  -0.8737  1.5733
C  -0.2191  -0.7690  2.5855
C  -0.3344  -0.8056  -0.5150
C  -0.0262  1.3752  0.8383
C  0.5787  0.0447  0.4570
H  0.4570  -1.6295  -2.5791
H  -0.0188  -1.5595  3.2885
H  -0.3232  0.1734  3.1814
H  0.6275  1.7101  1.6418
H  -0.4155  3.0987  -0.3811
H  -0.2443  -1.8843  -0.2600
H  -1.0597  1.2615  1.2130
H  -1.3406  -0.4328  -0.2856
H  -1.1155  -0.7908  2.0893
H  0.4326  1.7387  -1.1441
H  1.7248  -1.0584  1.9731
H  1.5091  0.2096  -0.0656

Atomic forces in eV per Å
S 1.09 -0.62 1.04
N 1.59 -1.73 -2.76
N 0.91 0.35 0.67
C 1.77 0.78 1.50
C -1.19 0.67 -0.11
C 0.37 0.18 0.50
C 0.10 -2.07 -1.04
H -0.26 0.49 -0.27
H -0.64 -0.46 0.29
H 0.75 -0.25 -0.29
H -0.29 0.23 0.62
H -0.49 0.10 -0.06
H -0.08 0.92 -0.31
H 0.31 0.06 -0.15
H -0.12 -0.64 0.19
H -2.60 -0.92 -0.81
H -1.12 1.83 1.74
H -0.67 0.84 -0.80
H 0.53 0.24 0.05

Its SMILES is CN[C@H](CN)CS. The value obtained for the total energy is -18156.5406 eV. The value obtained for the orbital gap is 9.46 eV. The value obtained for the relative energy (zero: lowest compared OMol25 entry of this formula, charge and spin) is 142.6 kJ/mol.

Atomic partial charges in e from the Löwdin method, atoms 1 to 4: number 1, S, carries 0.65; number 2, N, carries 0.00; number 3, N, carries -0.11; number 4, C, carries -0.15

Entry 3:
Below is one molecule with the formula C18H27BrN2O, with properties calculated with the ωB97M-V functional and the def2-TZVPD basis.

Element x y z (Å)
Br  -8.0622  0.4059  0.6594
O  0.5812  -1.9729  1.7734
N  1.0634  -1.3303  -0.3400
N  -1.3411  -0.3342  -0.7550
C  -5.8079  -1.1767  -0.0942
C  0.2298  -1.5484  0.6927
C  -1.2514  -1.2823  0.3479
C  -4.5523  -1.3856  -0.6344
C  3.2270  -0.1290  -0.2617
C  -5.6252  1.1688  -0.6171
C  -2.0083  -0.9238  1.6302
C  -6.3314  0.1047  -0.0848
C  -4.3729  0.9417  -1.1593
C  3.6408  2.0121  0.9895
C  5.4726  0.9956  -0.3825
C  4.7371  -0.3417  -0.3719
C  2.4953  -1.4775  -0.2552
C  -3.8162  -0.3326  -1.1673
C  -1.1793  1.0513  -0.3677
C  -2.4234  -0.5598  -1.7032
C  5.1465  1.7970  0.8738
C  2.9127  0.6720  1.0014
H  4.9683  -0.8984  -1.2831
H  -2.0415  1.4652  0.1698
H  -6.0501  2.1608  -0.6121
H  5.0767  -0.9363  0.4787
H  -3.0691  -0.7872  1.4357
H  5.5016  1.2531  1.7518
H  -1.8755  -1.7314  2.3442
H  -2.2470  0.1130  -2.5490
H  -6.3738  -1.9992  0.3153
H  3.4124  2.5656  1.9025
H  3.2938  2.6083  0.1415
H  -4.1432  -2.3854  -0.6422
H  -2.3323  -1.5893  -2.0618
H  -1.0117  1.6477  -1.2661
H  -3.8296  1.7686  -1.5922
H  1.8358  0.8334  1.0813
H  -1.6337  -2.2419  -0.0219
H  -1.6064  -0.0173  2.0749
H  3.2212  0.0952  1.8754
H  2.8397  -2.0886  -1.0969
H  5.6606  2.7599  0.8452
H  2.8889  0.4424  -1.1355
H  0.6599  -0.9102  -1.1659
H  6.5490  0.8242  -0.4465
H  -0.3010  1.1359  0.2705
H  2.6999  -2.0096  0.6769
H  5.1726  1.5672  -1.2643

Atomic forces in eV per Å
Br 0.25 -0.04 -0.11
O 0.06 -0.12 0.47
N 0.24 0.12 -0.33
N -0.08 -0.05 -0.15
C -0.13 0.02 0.07
C -0.29 0.00 -0.48
C -0.02 0.00 0.32
C 0.01 0.15 -0.12
C 0.02 -0.44 0.34
C -0.15 0.03 0.08
C 0.07 -0.14 -0.20
C -0.22 0.04 0.10
C 0.01 -0.17 -0.01
C 0.09 -0.15 0.27
C 0.14 -0.17 0.26
C -0.16 0.26 -0.30
C 0.18 0.11 0.00
C -0.02 -0.02 -0.06
C -0.03 -0.02 -0.01
C 0.07 -0.03 0.00
C -0.09 0.20 -0.27
C -0.11 0.23 -0.32
H 0.02 -0.10 0.01
H 0.04 0.02 0.04
H -0.05 0.06 0.00
H 0.03 -0.10 0.06
H -0.03 0.04 0.01
H 0.06 0.00 0.08
H 0.00 0.00 0.09
H -0.04 -0.09 -0.01
H -0.05 -0.05 0.03
H -0.05 0.07 -0.04
H -0.04 0.08 -0.02
H 0.07 -0.12 -0.01
H -0.04 0.07 -0.05
H 0.01 0.08 0.01
H 0.08 0.09 -0.05
H -0.03 -0.06 0.07
H 0.04 0.06 0.00
H 0.02 0.08 0.09
H -0.02 -0.09 0.08
H 0.03 0.00 0.10
H 0.06 -0.01 0.08
H 0.00 0.03 -0.04
H -0.12 -0.05 0.14
H 0.02 0.04 -0.08
H 0.04 0.10 0.04
H 0.08 -0.02 -0.10
H 0.03 0.03 -0.07

Its SMILES is C[C@H](C(=O)NCC1CCCCC1)N(C)Cc1ccc(Br)cc1. The value obtained for the total energy is -94175.5301 eV. The value obtained for the orbital gap is 9.30 eV.

Atomic partial charges in e from the Löwdin method, atoms 1 to 4: number 1, Br, carries 0.72; number 2, O, carries 0.06; number 3, N, carries 0.07; number 4, N, carries -0.20